Model A:
Density functional theory data (wB97M-V/def2-TZVPD) for the ion C7H11N4S with charge +1.

Values from the calculation:
E_LUMO = -4.8460 eV
net charge = +1
Kohn-Sham gap = 8.13 eV

Last column: natural (NBO) charge in e.
Positions of all 23 atoms, in Å:
C (0.779, -0.074, 1.575)  0.415
C (0.904, -0.531, -0.923)  0.119
C (-2.008, 0.245, -0.615)  0.262
C (-1.579, -0.842, -1.564)  -0.527
C (0.621, 0.173, 3.012)  -0.653
C (-3.187, 1.105, -0.934)  -0.663
C (3.360, -0.378, -0.843)  -0.417
N (1.954, -0.232, 1.083)  -0.285
N (-1.313, 0.497, 0.434)  -0.185
N (2.021, -0.365, -0.264)  -0.183
N (-0.303, -0.243, 0.790)  -0.166
S (0.061, -0.353, -2.292)  0.497
H (-1.273, -1.683, -0.992)  0.264
H (-2.295, -0.884, -2.287)  0.259
H (0.963, -0.701, 3.646)  0.276
H (1.184, 1.084, 2.988)  0.269
H (-0.487, 0.196, 3.186)  0.245
H (-2.984, 1.804, -1.760)  0.248
H (-3.531, 1.748, -0.099)  0.263
H (-3.976, 0.470, -1.251)  0.235
H (3.660, -1.260, -1.391)  0.240
H (3.460, 0.398, -1.526)  0.225
H (3.971, -0.175, 0.029)  0.260

Model B:
Density functional theory data (wB97M-V/def2-TZVPD) for the ion C7H11N4S with charge +1.

Values from the calculation:
E_LUMO (alpha / beta) = -4.4689 / -4.0624 eV
net charge = +1
Kohn-Sham gap (alpha / beta) = 7.87 / 7.16 eV

Last column: natural (NBO) charge in e.
Positions of all 23 atoms, in Å:
C (1.804, -1.789, 1.581)  -0.029
C (1.031, -2.918, 1.710)  -0.408
C (0.251, -1.279, 0.117)  -0.048
C (0.308, 1.803, -0.410)  0.710
C (-1.643, 1.130, 0.856)  -0.130
C (-0.432, -0.488, -0.819)  0.222
C (-1.489, -0.988, -1.728)  -0.669
N (1.358, -0.887, 0.707)  -0.438
N (0.236, 0.721, -1.195)  -0.597
N (-0.584, 2.007, 0.550)  -0.605
N (1.242, 2.727, -0.651)  -0.758
S (-0.313, -2.862, 0.662)  0.462
H (2.712, -1.597, 2.121)  0.228
H (1.189, -3.751, 2.363)  0.260
H (-2.594, 1.321, 0.392)  0.192
H (-1.610, 0.639, 1.811)  0.197
H (-2.103, -0.173, -2.102)  0.242
H (-2.118, -1.718, -1.227)  0.245
H (-1.031, -1.481, -2.589)  0.240
H (0.983, 0.599, -1.868)  0.418
H (-0.462, 2.842, 1.115)  0.420
H (2.012, 2.559, -1.273)  0.427
H (1.252, 3.582, -0.122)  0.420

Which structure is most stable, and how do the rest compare? From most to least stable: model B, model A.

Model A:
Density functional theory data (wB97M-V/def2-TZVPD) for a cluster of 8 separate species, C48H107N5O8 in total.

Values from the calculation:
E_LUMO = 0.4935 eV
SMILES string = CC1(C)CCCC(C)(C)N1O.CC1(C)CCCC(C)(C)N1O.CC1(C)CCCC(C)(C)N1O.CC1(C)CCCC(C)(C)N1O.CC1(C)CCCC(C)(C)N1O.CO.CO.CO
net charge = 0
Kohn-Sham gap = 8.78 eV

Last column: Mulliken charge in e.
Positions of all 168 atoms, in Å:
C (-0.861, 6.849, -5.847)  -2.086
C (-0.571, 5.477, -5.304)  1.883
C (-1.839, 4.613, -5.555)  -1.617
C (0.642, 4.895, -6.053)  -1.478
C (1.130, 3.646, -5.354)  -0.446
C (1.506, 4.032, -3.908)  -1.200
C (0.258, 4.506, -3.117)  1.766
C (-0.697, 3.363, -2.862)  -1.104
C (0.719, 5.148, -1.780)  -2.040
N (-0.242, 5.681, -3.891)  0.057
O (-1.412, 6.117, -3.226)  -0.502
H (-1.831, 7.258, -5.511)  0.396
H (-0.079, 7.544, -5.509)  0.475
H (-0.842, 6.796, -6.972)  0.395
H (-2.197, 4.725, -6.583)  0.465
H (-1.745, 3.519, -5.444)  0.320
H (-2.767, 4.871, -4.967)  0.288
H (0.276, 4.689, -7.052)  0.471
H (1.444, 5.641, -6.261)  0.305
H (0.337, 2.876, -5.412)  0.228
H (2.010, 3.261, -5.796)  0.510
H (2.252, 4.837, -4.025)  0.417
H (1.850, 3.118, -3.477)  0.125
H (-0.098, 2.689, -2.148)  -0.067
H (-1.042, 2.722, -3.667)  0.172
H (-1.633, 3.576, -2.329)  0.473
H (-0.143, 5.232, -1.111)  0.436
H (1.025, 6.216, -1.890)  0.415
H (1.467, 4.514, -1.302)  0.343
H (-1.360, 7.082, -3.132)  0.355
C (-2.783, -1.382, 0.681)  -0.746
C (-4.156, -0.860, -0.003)  1.347
C (-3.845, -0.614, -1.502)  -1.945
C (-5.197, -1.978, 0.045)  -1.146
C (-6.554, -1.501, -0.363)  -0.896
C (-6.974, -0.303, 0.566)  -1.275
C (-6.004, 0.858, 0.527)  1.788
C (-6.119, 1.652, -0.733)  -1.719
C (-6.367, 1.758, 1.685)  -1.880
N (-4.647, 0.241, 0.771)  0.539
O (-3.719, 1.336, 0.711)  -0.108
H (-2.878, -1.506, 1.800)  -0.654
H (-2.670, -2.334, 0.170)  0.887
H (-1.975, -0.683, 0.383)  -0.074
H (-3.172, -1.383, -1.916)  0.443
H (-4.763, -0.553, -2.065)  0.419
H (-3.385, 0.383, -1.447)  0.317
H (-4.820, -2.765, -0.609)  0.423
H (-5.241, -2.404, 1.069)  0.318
H (-6.693, -1.250, -1.384)  0.452
H (-7.217, -2.303, -0.059)  0.414
H (-7.028, -0.719, 1.624)  0.299
H (-7.952, -0.030, 0.244)  0.421
H (-6.957, 2.334, -0.828)  0.477
H (-6.285, 0.957, -1.589)  0.336
H (-5.216, 2.204, -0.938)  0.231
H (-7.416, 1.991, 1.555)  0.589
H (-5.834, 2.785, 1.548)  0.198
H (-6.203, 1.284, 2.681)  0.199
H (-3.083, 1.208, 1.459)  -0.128
C (-3.612, 0.352, 4.413)  -1.638
C (-2.317, 1.036, 4.519)  1.971
C (-2.240, 1.783, 5.824)  -1.729
C (-1.240, -0.053, 4.499)  -1.074
C (0.131, 0.509, 4.152)  -1.530
C (0.090, 1.293, 2.862)  0.270
C (-0.937, 2.387, 2.809)  1.827
C (-0.452, 3.571, 3.605)  -1.806
C (-1.081, 2.935, 1.326)  -1.775
N (-2.228, 1.872, 3.258)  1.082
O (-3.118, 3.011, 3.333)  -0.705
H (-3.777, -0.501, 5.093)  0.387
H (-4.469, 0.942, 4.684)  0.562
H (-3.872, -0.154, 3.474)  0.104
H (-3.116, 2.461, 5.830)  0.401
H (-2.294, 1.100, 6.730)  0.342
H (-1.402, 2.486, 5.876)  0.232
H (-1.317, -0.577, 5.427)  0.885
H (-1.526, -0.872, 3.843)  -0.327
H (0.434, 1.148, 4.929)  0.691
H (0.915, -0.287, 4.082)  0.320
H (-0.078, 0.497, 2.045)  -1.154
H (1.098, 1.735, 2.725)  0.563
H (0.408, 3.956, 3.024)  0.488
H (-0.164, 3.400, 4.636)  0.395
H (-1.232, 4.388, 3.589)  0.307
H (-0.103, 3.392, 1.010)  0.473
H (-1.962, 3.568, 1.269)  0.578
H (-1.299, 2.065, 0.720)  0.087
H (-3.980, 2.620, 3.102)  0.324
C (5.936, -3.174, 0.180)  -1.620
C (6.900, -2.645, -0.918)  1.892
C (8.197, -2.268, -0.227)  -1.983
C (7.121, -3.790, -1.956)  -1.041
C (5.883, -3.929, -2.882)  -0.555
C (5.484, -2.598, -3.545)  -1.112
C (5.294, -1.494, -2.487)  1.658
C (5.064, -0.120, -3.141)  -1.969
C (3.983, -1.798, -1.680)  -0.403
N (6.496, -1.398, -1.601)  0.028
O (6.223, -0.416, -0.594)  -0.515
H (5.375, -2.458, 0.792)  0.040
H (5.114, -3.750, -0.250)  0.497
H (6.484, -3.805, 0.909)  0.424
H (8.649, -3.098, 0.279)  0.449
H (8.925, -1.963, -1.008)  0.448
H (8.079, -1.397, 0.405)  0.378
H (8.028, -3.723, -2.579)  0.367
H (7.090, -4.749, -1.351)  0.307
H (6.244, -4.587, -3.688)  0.422
H (4.993, -4.262, -2.330)  0.251
H (4.526, -2.770, -4.062)  0.372
H (6.238, -2.322, -4.319)  0.346
H (4.367, -0.112, -3.991)  0.338
H (6.038, 0.130, -3.552)  0.566
H (4.782, 0.620, -2.414)  0.278
H (3.185, -1.735, -2.453)  0.029
H (3.782, -1.064, -0.906)  -0.127
H (4.058, -2.761, -1.179)  -0.137
H (6.881, 0.315, -0.585)  0.290
C (1.570, -4.955, 2.407)  -1.946
C (0.615, -3.761, 2.252)  1.859
C (1.416, -2.534, 1.745)  -1.349
C (-0.240, -4.138, 1.077)  -0.835
C (-1.290, -5.255, 1.366)  -0.542
C (-2.154, -4.785, 2.527)  -0.903
C (-1.292, -4.442, 3.812)  1.502
C (-2.139, -3.757, 4.925)  -1.788
C (-0.713, -5.705, 4.566)  -1.809
N (-0.225, -3.505, 3.425)  1.210
O (0.597, -3.285, 4.575)  -0.725
H (2.054, -5.231, 1.460)  0.318
H (2.401, -4.739, 3.048)  0.429
H (1.047, -5.839, 2.813)  0.290
H (1.817, -2.784, 0.750)  0.150
H (0.709, -1.726, 1.571)  -0.343
H (2.160, -2.235, 2.514)  0.604
H (-0.778, -3.258, 0.772)  -0.363
H (0.415, -4.341, 0.200)  0.604
H (-1.893, -5.399, 0.436)  0.434
H (-0.823, -6.275, 1.583)  0.298
H (-2.924, -5.520, 2.802)  0.414
H (-2.744, -3.922, 2.223)  -0.153
H (-2.868, -4.414, 5.449)  0.487
H (-2.749, -2.914, 4.660)  0.180
H (-1.470, -3.347, 5.727)  0.430
H (-0.641, -6.575, 3.916)  0.376
H (-1.336, -5.847, 5.447)  0.469
H (0.290, -5.569, 5.027)  0.313
H (0.279, -2.348, 4.804)  0.316
C (0.688, -1.253, -3.994)  -0.171
O (1.238, -0.075, -4.524)  -0.605
H (1.201, -1.622, -3.094)  -0.088
H (-0.368, -1.048, -3.584)  0.080
H (0.637, -1.985, -4.762)  0.355
H (1.354, 0.522, -3.727)  0.138
C (0.967, 0.411, -0.785)  -1.358
O (1.822, 1.056, -1.733)  0.963
H (0.254, -0.066, -1.419)  0.386
H (1.581, -0.316, -0.337)  0.403
H (0.520, 1.047, -0.096)  0.272
H (2.658, 1.228, -1.298)  0.155
C (3.701, 1.022, 1.242)  0.207
O (3.963, 1.324, -0.103)  -0.748
H (2.624, 1.068, 1.348)  -0.236
H (4.094, -0.036, 1.265)  -0.098
H (4.241, 1.557, 1.942)  0.493
H (4.653, 0.713, -0.374)  0.170

Model B:
Density functional theory data (wB97M-V/def2-TZVPD) for a cluster of 8 separate species, C48H107N5O8 in total.

Values from the calculation:
E_LUMO = 0.2267 eV
SMILES string = CC1(C)CCCC(C)(C)N1O.CC1(C)CCCC(C)(C)N1O.CC1(C)CCCC(C)(C)N1O.CC1(C)CCCC(C)(C)N1O.CC1(C)CCCC(C)(C)N1O.CC(C)O.O.O
net charge = 0
Kohn-Sham gap = 8.28 eV

Last column: Mulliken charge in e.
Positions of all 168 atoms, in Å:
C (11.952, -2.637, -8.936)  -2.055
C (10.898, -2.818, -10.038)  1.531
C (9.666, -3.533, -9.421)  -1.749
C (10.571, -1.387, -10.595)  -1.191
C (9.719, -1.401, -11.882)  -0.728
C (10.396, -2.209, -12.942)  -1.007
C (10.889, -3.634, -12.517)  1.502
C (9.748, -4.692, -12.557)  -1.682
C (11.948, -4.090, -13.540)  -1.974
N (11.470, -3.581, -11.180)  0.355
O (12.031, -4.792, -10.765)  -0.477
H (11.598, -1.962, -8.156)  0.433
H (12.148, -3.560, -8.390)  0.413
H (12.820, -2.152, -9.382)  0.457
H (9.841, -4.606, -9.334)  0.374
H (9.393, -3.232, -8.410)  0.428
H (8.727, -3.407, -9.960)  0.299
H (10.072, -0.741, -9.873)  0.425
H (11.487, -0.849, -10.841)  0.452
H (8.734, -1.744, -11.563)  0.342
H (9.690, -0.443, -12.400)  0.363
H (11.170, -1.561, -13.353)  0.416
H (9.539, -2.362, -13.599)  0.300
H (10.054, -5.618, -12.070)  0.333
H (9.336, -4.878, -13.549)  0.447
H (8.950, -4.219, -11.983)  0.367
H (11.586, -4.002, -14.565)  0.400
H (12.127, -5.157, -13.405)  0.411
H (12.899, -3.584, -13.378)  0.467
H (12.969, -4.597, -10.813)  0.348
C (24.086, -5.666, -4.808)  -1.774
C (23.887, -5.584, -3.250)  1.499
C (22.811, -6.596, -2.614)  -1.492
C (25.209, -5.910, -2.615)  -1.283
C (25.306, -5.516, -1.127)  -0.684
C (25.051, -4.007, -1.016)  -1.255
C (23.661, -3.560, -1.598)  1.609
C (22.463, -3.917, -0.603)  -1.528
C (23.862, -2.073, -1.627)  -2.036
N (23.550, -4.109, -2.924)  0.115
O (22.468, -3.614, -3.742)  -0.438
H (23.087, -5.740, -5.237)  0.404
H (24.511, -4.844, -5.383)  0.375
H (24.574, -6.614, -5.037)  0.392
H (22.792, -7.632, -2.952)  0.395
H (22.813, -6.749, -1.534)  0.289
H (21.876, -6.167, -2.975)  0.349
H (25.314, -6.993, -2.684)  0.442
H (26.053, -5.439, -3.118)  0.367
H (24.627, -6.099, -0.505)  0.329
H (26.308, -5.825, -0.831)  0.375
H (25.884, -3.618, -1.601)  0.414
H (25.280, -3.645, -0.013)  0.460
H (22.397, -3.148, 0.167)  0.432
H (22.490, -4.889, -0.112)  0.284
H (21.460, -3.912, -1.030)  0.335
H (23.918, -1.568, -0.662)  0.400
H (23.035, -1.592, -2.150)  0.434
H (24.689, -1.781, -2.274)  0.436
H (21.694, -3.992, -3.318)  0.355
C (18.207, -7.885, -12.747)  -1.602
C (19.437, -7.684, -11.811)  1.435
C (19.317, -8.842, -10.799)  -2.005
C (20.808, -8.006, -12.531)  -1.195
C (21.454, -6.850, -13.391)  -0.654
C (21.562, -5.644, -12.424)  -1.302
C (20.219, -5.217, -11.709)  1.465
C (20.627, -4.089, -10.660)  -1.563
C (19.359, -4.499, -12.814)  -1.796
N (19.545, -6.409, -11.101)  0.222
O (18.332, -6.094, -10.418)  -0.470
H (17.205, -7.720, -12.350)  0.387
H (18.244, -7.182, -13.580)  0.330
H (18.095, -8.878, -13.182)  0.438
H (18.458, -8.636, -10.160)  0.433
H (19.085, -9.796, -11.273)  0.404
H (20.120, -8.867, -10.062)  0.440
H (21.558, -8.390, -11.840)  0.412
H (20.592, -8.817, -13.227)  0.394
H (22.439, -7.139, -13.758)  0.392
H (20.835, -6.674, -14.271)  0.331
H (22.047, -4.769, -12.856)  0.483
H (22.232, -5.913, -11.607)  0.397
H (21.634, -4.222, -10.265)  0.347
H (19.906, -4.053, -9.843)  0.392
H (20.487, -3.116, -11.130)  0.357
H (19.928, -3.767, -13.387)  0.413
H (18.471, -4.006, -12.418)  0.383
H (18.993, -5.227, -13.537)  0.364
H (18.670, -5.943, -9.532)  0.366
C (19.073, 4.012, -4.023)  -1.744
C (17.805, 3.464, -4.636)  1.596
C (18.122, 2.915, -6.115)  -1.643
C (17.355, 2.331, -3.678)  -1.219
C (15.886, 2.010, -3.697)  -0.662
C (15.093, 3.362, -3.559)  -1.298
C (15.340, 4.333, -4.757)  1.458
C (14.843, 3.716, -6.155)  -1.481
C (14.496, 5.578, -4.472)  -2.007
N (16.769, 4.619, -4.622)  0.176
O (17.184, 5.740, -5.441)  -0.502
H (19.935, 3.430, -4.349)  0.367
H (19.318, 5.016, -4.368)  0.406
H (19.031, 3.974, -2.934)  0.381
H (18.246, 3.763, -6.788)  0.371
H (18.973, 2.234, -6.078)  0.471
H (17.318, 2.270, -6.469)  0.330
H (17.994, 1.450, -3.741)  0.423
H (17.506, 2.728, -2.674)  0.376
H (15.669, 1.409, -4.580)  0.299
H (15.647, 1.344, -2.868)  0.430
H (15.352, 3.878, -2.635)  0.425
H (14.017, 3.215, -3.461)  0.441
H (13.757, 3.632, -6.196)  0.414
H (15.319, 2.740, -6.252)  0.233
H (15.221, 4.395, -6.920)  0.361
H (13.439, 5.380, -4.648)  0.425
H (14.725, 6.332, -5.225)  0.442
H (14.681, 6.042, -3.503)  0.400
H (17.583, 6.400, -4.869)  0.330
C (17.227, -2.970, 7.101)  -1.708
C (15.851, -2.620, 6.459)  1.715
C (15.191, -3.951, 6.108)  -2.026
C (14.983, -1.964, 7.572)  -1.338
C (15.276, -0.434, 7.860)  -0.655
C (15.225, 0.409, 6.616)  -1.109
C (16.066, -0.196, 5.465)  1.585
C (15.810, 0.573, 4.170)  -1.875
C (17.517, 0.063, 5.759)  -1.744
N (15.832, -1.649, 5.290)  0.149
O (16.614, -2.163, 4.240)  -0.469
H (17.213, -3.928, 7.621)  0.419
H (18.005, -3.105, 6.350)  0.366
H (17.593, -2.175, 7.750)  0.305
H (15.026, -4.607, 6.963)  0.408
H (14.184, -3.813, 5.716)  0.470
H (15.714, -4.429, 5.280)  0.435
H (13.966, -2.118, 7.210)  0.438
H (14.944, -2.594, 8.460)  0.412
H (14.541, -0.224, 8.637)  0.391
H (16.281, -0.328, 8.268)  0.292
H (15.410, 1.473, 6.767)  0.437
H (14.208, 0.280, 6.248)  0.375
H (16.647, 0.642, 3.475)  0.344
H (15.544, 1.590, 4.458)  0.419
H (14.973, 0.203, 3.578)  0.442
H (17.677, 1.140, 5.809)  0.447
H (18.215, -0.284, 4.996)  0.397
H (17.863, -0.294, 6.729)  0.327
H (15.956, -2.606, 3.698)  0.352
C (14.473, -9.757, -3.156)  -1.130
C (14.044, -9.256, -4.599)  0.121
C (12.987, -10.218, -5.197)  -1.043
O (13.295, -8.110, -4.246)  -0.562
H (14.953, -10.691, -3.450)  0.328
H (13.650, -9.888, -2.453)  0.334
H (15.181, -9.092, -2.660)  0.317
H (14.927, -9.117, -5.223)  0.347
H (12.068, -10.267, -4.614)  0.314
H (13.475, -11.192, -5.200)  0.336
H (12.808, -9.887, -6.220)  0.292
H (12.635, -8.358, -3.593)  0.346
O (12.773, -4.732, 0.234)  -0.635
H (12.462, -5.593, -0.046)  0.315
H (12.009, -4.320, 0.637)  0.320
O (16.536, -4.546, -3.507)  -0.646
H (15.799, -4.746, -4.085)  0.323
H (16.129, -4.316, -2.672)  0.322

Which structure is most stable, and how do the rest compare? From most to least stable: model A, model B.